Computed, not measured: a cluster of 10 separate species, C63H140F6N10O12S6 in total at a distorted geometry, with the ωB97M-V functional and the def2-TZVPD basis.

The net charge is +4. For the HOMO energy, the calculation gives -15.16 eV. For the gap between HOMO and LUMO, the calculation gives 0.2859 hartree. For the LUMO energy, the calculation gives -0.2713 Ha.

Atoms and positions in Å:
C: -8.5297 2.4635 -0.8773
C: -7.2470 3.2993 -0.9417
C: -6.1542 2.6063 -1.6832
N: -4.8450 3.3473 -1.6744
C: -5.0406 4.6178 -2.5070
C: -3.7378 5.3065 -2.8856
C: -2.8878 4.3206 -3.6958
C: -2.5713 3.1199 -2.8397
C: -3.8176 2.3694 -2.3319
C: -4.2611 3.5704 -0.3101
H: -8.8551 2.1168 -1.8586
H: -9.2580 2.9997 -0.2771
H: -8.3307 1.5086 -0.3799
H: -6.9183 3.5611 0.0666
H: -7.5070 4.2431 -1.4273
H: -6.4348 2.4005 -2.7175
H: -5.8695 1.6499 -1.2292
H: -5.6655 4.4845 -3.3871
H: -5.5560 5.3193 -1.8512
H: -4.0029 6.1423 -3.5330
H: -3.1914 5.6710 -2.0153
H: -3.4802 3.9571 -4.5407
H: -1.9469 4.7449 -4.0443
H: -1.9055 2.3791 -3.2878
H: -2.0475 3.4210 -1.9251
H: -4.3566 2.0621 -3.2294
H: -3.5728 1.5689 -1.6378
H: -3.1856 3.6976 -0.3695
H: -4.5931 2.7510 0.3256
H: -4.6062 4.5295 0.0801
C: 1.0996 -5.4711 0.9411
C: 1.6860 -4.0678 0.7585
C: 3.1907 -4.0869 0.5842
N: 3.8638 -2.7459 0.2960
C: 3.8738 -1.8024 1.5032
C: 4.6556 -2.3737 2.6709
C: 6.0841 -2.5774 2.3030
C: 6.2139 -3.4961 1.0928
C: 5.3329 -2.9917 -0.0733
C: 3.2271 -2.0564 -0.8623
H: 1.1235 -6.0523 0.0106
H: 0.0416 -5.4398 1.1885
H: 1.7138 -6.1212 1.5669
H: 1.4469 -3.4913 1.6561
H: 1.1607 -3.6144 -0.0837
H: 3.5322 -4.6485 -0.2886
H: 3.6457 -4.5406 1.4602
H: 2.8384 -1.5567 1.7322
H: 4.3085 -0.8955 1.0767
H: 4.1545 -3.3260 2.8798
H: 4.4975 -1.7938 3.5798
H: 6.5791 -3.0273 3.1654
H: 6.5849 -1.6294 2.0958
H: 5.8784 -4.5355 1.1512
H: 7.2434 -3.5586 0.7425
H: 5.2050 -3.5837 -0.9797
H: 5.7321 -2.0149 -0.3602
H: 2.2151 -1.8431 -0.5151
H: 3.2063 -2.7564 -1.6943
H: 3.7159 -1.1061 -1.0553
C: -2.9065 -5.7114 -1.0707
C: -2.5072 -5.0297 -2.3967
C: -3.6799 -4.1737 -2.9185
N: -3.3570 -3.3856 -4.2053
C: -4.7055 -2.9601 -4.8316
C: -5.4791 -2.0208 -3.9028
C: -4.5872 -0.7896 -3.7034
C: -3.3051 -1.2186 -3.0045
C: -2.4840 -2.2298 -3.8179
C: -2.6719 -4.2858 -5.2116
H: -2.1467 -6.4573 -0.8295
H: -3.8137 -6.2953 -1.2143
H: -2.9271 -4.9828 -0.2633
H: -2.2059 -5.8276 -3.0781
H: -1.5913 -4.4490 -2.2580
H: -4.0184 -3.4625 -2.1734
H: -4.5092 -4.8149 -3.2145
H: -5.3289 -3.8110 -5.1075
H: -4.5012 -2.4503 -5.7750
H: -5.6115 -2.5553 -2.9624
H: -6.4712 -1.7803 -4.2782
H: -5.0727 -0.1448 -2.9671
H: -4.3240 -0.1524 -4.5493
H: -3.4798 -1.4380 -1.9500
H: -2.6139 -0.3699 -2.9374
H: -1.5389 -2.4797 -3.3341
H: -2.0901 -1.8145 -4.7533
H: -3.2918 -5.1786 -5.2629
H: -1.7202 -4.5610 -4.7658
H: -2.6189 -3.7750 -6.1678
C: 1.1126 -1.9044 -4.6485
C: 0.8006 -1.8358 -6.1573
C: 2.0010 -2.3431 -6.9755
N: 1.7581 -2.7836 -8.3959
C: 0.5083 -3.6881 -8.4459
C: 0.4714 -4.4771 -9.7569
C: 1.7714 -5.1921 -10.1083
C: 2.9014 -4.1823 -10.2253
C: 3.0528 -3.3971 -8.9370
C: 1.4046 -1.5871 -9.2691
H: 0.7972 -2.8872 -4.3026
H: 0.6204 -1.0837 -4.1255
H: 2.1653 -1.7264 -4.4133
H: 0.5425 -0.8094 -6.4190
H: -0.0910 -2.4434 -6.3090
H: 2.5524 -3.1160 -6.4395
H: 2.7202 -1.5198 -6.9973
H: 0.5205 -4.3563 -7.5839
H: -0.3650 -3.0537 -8.3223
H: -0.3221 -5.2264 -9.7634
H: 0.1942 -3.8438 -10.6031
H: 1.9656 -5.9998 -9.3974
H: 1.7685 -5.6913 -11.0778
H: 3.8432 -4.6685 -10.4768
H: 2.6676 -3.5252 -11.0669
H: 3.4322 -4.0983 -8.1913
H: 3.7464 -2.5576 -8.9627
H: 2.2921 -0.9586 -9.2538
H: 0.5687 -1.1059 -8.7707
H: 1.1755 -1.9256 -10.2719
C: -1.5155 -5.1217 3.6689
C: -0.7463 -3.8967 4.1561
C: -0.1151 -4.1949 5.4875
N: 0.5928 -2.9658 6.1058
C: 1.5847 -2.2761 5.1807
C: 2.4414 -1.2192 5.8776
C: 3.0332 -1.6799 7.2380
C: 2.0629 -2.4079 8.1264
C: 1.2164 -3.4721 7.4071
C: -0.4574 -1.9457 6.5206
H: -0.9113 -6.0082 3.4792
H: -2.0960 -4.9199 2.7674
H: -2.2954 -5.3885 4.3868
H: -1.3124 -2.9644 4.1455
H: 0.0053 -3.6355 3.4018
H: 0.5839 -5.0292 5.4671
H: -0.8653 -4.3758 6.2573
H: 2.1354 -3.1121 4.7505
H: 0.9648 -1.7522 4.4539
H: 3.2830 -0.8945 5.2633
H: 1.9485 -0.2504 5.9755
H: 3.9335 -2.2965 7.1464
H: 3.3905 -0.8068 7.7857
H: 2.5508 -2.8017 9.0160
H: 1.4081 -1.6050 8.4836
H: 1.8993 -4.2398 7.0375
H: 0.4742 -3.9115 8.0666
H: -0.9770 -1.5582 5.6452
H: 0.1093 -1.1233 6.9410
H: -1.1852 -2.4302 7.1639
C: 3.1205 6.2022 1.9680
C: 3.3985 4.7821 1.4073
C: 2.2856 4.1580 0.6134
N: 2.7694 3.2181 -0.5177
C: 1.4874 2.8406 -1.2379
C: 1.7681 1.8206 -2.3851
C: 2.8657 2.3253 -3.3284
C: 4.0931 2.8927 -2.6215
C: 3.7555 3.8432 -1.4851
C: 3.4284 2.0361 0.1478
H: 3.9312 6.5431 2.6079
H: 2.2059 6.2199 2.5611
H: 3.0356 6.8844 1.1209
H: 3.5192 4.0992 2.2412
H: 4.3074 5.0225 0.8562
H: 1.7970 4.9119 -0.0105
H: 1.5996 3.6085 1.2492
H: 1.0087 3.6889 -1.7256
H: 0.7923 2.4294 -0.5083
H: 0.8170 1.5863 -2.8660
H: 2.0826 0.8401 -2.0139
H: 2.4478 3.0213 -4.0607
H: 3.1258 1.4731 -3.9632
H: 4.6813 3.3799 -3.3968
H: 4.6855 2.0889 -2.1830
H: 3.2696 4.7607 -1.8272
H: 4.6578 4.1941 -0.9896
H: 3.5267 1.2990 -0.6395
H: 2.7787 1.7023 0.9582
H: 4.3363 2.3843 0.6359
C: -1.1964 4.1231 1.7753
C: -0.2767 4.2856 2.9864
C: -1.0005 4.6371 4.2824
N: -0.0528 4.7654 5.4754
C: 1.0166 5.8462 5.2025
C: 1.5233 6.5090 6.4740
C: 0.4627 6.9362 7.4717
C: -0.4237 5.7765 7.8673
C: -1.0062 5.1082 6.6080
C: 0.6873 3.4968 5.8437
H: -1.9968 3.3892 1.8764
H: -0.6389 3.9276 0.8582
H: -1.7415 5.0393 1.5099
H: 0.4752 5.0102 2.6823
H: 0.1091 3.2652 3.0615
H: -1.7457 3.8767 4.5231
H: -1.6193 5.5281 4.1752
H: 0.4749 6.5221 4.5371
H: 1.7856 5.3483 4.6167
H: 2.1717 7.3676 6.2941
H: 2.2277 5.8136 6.9435
H: -0.0926 7.7535 7.0004
H: 0.9728 7.3760 8.3278
H: -1.2927 6.1538 8.4033
H: 0.1472 5.0193 8.4055
H: -1.7461 5.8174 6.2346
H: -1.5706 4.2153 6.8731
H: 1.2836 3.1180 5.0181
H: -0.0320 2.8195 6.2954
H: 1.3719 3.8414 6.6174
N: -6.4416 -0.6458 2.0414
S: -6.4189 -2.0692 1.1411
O: -6.0113 -3.2338 1.8422
O: -6.0709 -1.9907 -0.2651
F: -8.0111 -2.1947 1.0826
S: -4.9931 -0.2759 1.6421
O: -4.7523 0.3782 0.3748
O: -3.9793 -1.1185 2.2545
F: -4.8953 1.0440 2.5768
N: 0.6339 -0.2696 0.6339
S: -0.8664 -0.1415 -0.0907
O: -1.3129 1.1544 -0.5244
O: -1.9615 -1.0081 0.2381
F: -0.4290 -0.7643 -1.5327
S: 0.0745 -0.2562 2.0530
O: -0.2366 -1.5720 2.5685
O: -0.6408 0.9352 2.4254
F: 1.4428 0.0908 2.9013
N: 5.4840 3.0587 3.8373
S: 4.2125 2.0197 4.1334
O: 2.9870 2.1696 3.3777
O: 3.9807 1.5099 5.4560
F: 4.8531 0.7271 3.4081
S: 5.3613 3.9783 5.1123
O: 6.3816 3.7454 6.1055
O: 4.0552 4.3459 5.6201
F: 5.8644 5.2923 4.3513

***

Computed, not measured: an isolated molecule of C5H10N2O2, with the ωB97M-V functional and the def2-TZVPD basis.

The SMILES is C/N=C(O)/C(O)=C(\C)N. The net charge is 0. For the HOMO energy, the calculation gives -7.09 eV. For the gap between HOMO and LUMO, the calculation gives 0.2907 hartree. For the LUMO energy, the calculation gives 0.0301 Ha.

Atoms and positions in Å:
C: 0.6421 2.1729 0.0338
N: 0.5573 0.8268 -0.4935
C: 1.3115 -0.1468 0.1059
O: 2.6642 -0.1068 0.3251
C: 0.4669 -1.1501 0.4320
O: 0.6333 -2.5141 0.5857
C: -0.8167 -0.5363 0.0603
C: -1.5719 -1.0865 -1.1164
N: -1.5597 0.0628 1.0400
H: 0.8259 2.8848 -0.7735
H: -0.3168 2.4665 0.4937
H: 1.3955 2.3322 0.8165
H: 3.0356 0.5727 -0.2520
H: 1.5071 -2.7530 0.2530
H: -0.9459 -1.0130 -2.0043
H: -2.5109 -0.5612 -1.2922
H: -1.7873 -2.1416 -0.9370
H: -2.3858 0.5752 0.7630
H: -1.1446 0.1156 1.9597

***

Computed, not measured: a structure of composition C19H43Cs3N5O10S at a distorted geometry, with the ωB97M-V functional and the def2-TZVPD basis.

The net charge is +1. For the HOMO energy, the calculation gives -10.79 eV. For the gap between HOMO and LUMO, the calculation gives 0.2648 hartree. For the LUMO energy, the calculation gives -0.1316 Ha.

Atoms and positions in Å:
Cs: -1.2493 -2.0528 -0.2674
Cs: 0.7261 4.6149 1.7882
Cs: -0.9578 1.7411 4.1291
S: -0.0887 1.3492 0.3506
O: -0.9164 2.1570 1.3026
O: 1.0404 2.1885 0.0213
O: 0.3337 0.1000 0.9779
O: -0.8118 1.0012 -0.9020
C: 0.5617 -2.3294 2.9305
C: -0.2844 -2.1844 4.1891
O: -1.3357 -1.5426 4.0857
N: 0.1442 -2.7680 5.2994
C: -0.6581 -2.7490 6.5167
H: 1.3155 -3.1136 2.9888
H: 1.0280 -1.3771 2.6765
H: -0.0790 -2.5490 2.0780
H: 1.0753 -3.1347 5.3882
H: -1.6131 -3.2346 6.3446
H: -0.8384 -1.7043 6.8029
H: -0.1144 -3.0775 7.3988
C: -4.5124 -3.7096 3.4039
C: -4.8316 -2.3821 2.7691
O: -5.8348 -2.2133 2.0808
N: -3.9970 -1.3558 3.0223
C: -4.1585 -0.0553 2.4324
H: -5.2656 -3.8435 4.1772
H: -3.5499 -3.6357 3.9308
H: -4.3159 -4.5175 2.7067
H: -3.1647 -1.5265 3.5655
H: -4.7597 0.5691 3.1023
H: -4.6756 0.0258 1.4814
H: -3.2286 0.4986 2.2507
C: 2.2344 0.7501 -3.5931
C: 1.1296 -0.0377 -4.2455
O: 1.2955 -0.7810 -5.2027
N: -0.0793 0.1541 -3.6681
C: -1.2965 -0.4935 -4.1262
H: 1.8642 1.4263 -2.8261
H: 2.8222 1.3397 -4.2978
H: 2.9473 0.0397 -3.1675
H: -0.1836 0.5921 -2.7615
H: -1.2158 -0.5666 -5.2084
H: -2.1890 0.1005 -3.9133
H: -1.4292 -1.4334 -3.5911
C: 5.3949 3.7708 -1.9287
C: 4.2848 3.0460 -1.1980
O: 4.5265 2.0897 -0.4709
N: 3.0466 3.5801 -1.2264
C: 2.5030 4.6919 -1.9984
H: 5.3714 4.8490 -1.7570
H: 5.4227 3.6573 -3.0154
H: 6.3527 3.3809 -1.5920
H: 2.2722 3.0371 -0.8569
H: 3.0267 4.9182 -2.9211
H: 2.3002 5.5839 -1.3900
H: 1.4569 4.4692 -2.2426
C: -2.0926 3.2160 -3.1477
C: -3.4652 2.6936 -2.6965
O: -4.4789 2.9202 -3.3219
N: -3.3781 1.9403 -1.5724
C: -4.5244 1.4551 -0.8333
H: -2.1313 3.9636 -3.9325
H: -1.4512 2.4037 -3.4735
H: -1.5908 3.5682 -2.2424
H: -2.4881 1.8184 -1.0998
H: -5.4231 1.6890 -1.4038
H: -4.6795 1.9901 0.1101
H: -4.4574 0.3868 -0.6135
C: 3.9269 -1.9673 -1.0772
C: 4.1197 -3.4303 -0.7072
C: 3.1106 -3.5658 0.4515
O: 1.9944 -2.8646 -0.1005
C: 2.3919 -1.8463 -1.0254
H: 4.3394 -1.7313 -2.0552
H: 4.3959 -1.4257 -0.2524
H: 5.1370 -3.7341 -0.4659
H: 3.7685 -4.0313 -1.5507
H: 3.3837 -3.1999 1.4412
H: 2.7742 -4.6061 0.4242
H: 2.0225 -0.8773 -0.6861
H: 1.9541 -2.1185 -1.9931

***

Computed, not measured: the ion C3H8NOSe with charge +1 at a distorted geometry, with the ωB97M-V functional and the def2-TZVPD basis.

The net charge is +1. For the HOMO energy (alpha / beta), the calculation gives -12.96 / -12.96 eV. For the gap between HOMO and LUMO (alpha / beta), the calculation gives 0.2180 / 0.2179 hartree. For the LUMO energy (alpha / beta), the calculation gives -0.2581 / -0.2582 Ha.

Atoms and positions in Å:
C: 0.4111 -0.3657 1.1297
C: 0.0572 0.8966 1.8621
C: -0.7102 -0.2047 -1.2074
N: 0.6692 -0.3732 -0.3551
O: -0.4671 -0.6358 -2.4468
Se: -1.2942 1.6943 -1.0760
H: 1.2131 -0.9042 1.6470
H: -0.4635 -0.8710 1.1226
H: -0.7381 0.5638 2.6139
H: 0.4934 1.8844 1.8730
H: -1.4501 -0.9456 -0.7633
H: 1.3662 0.3578 -0.7524
H: 1.0474 -1.2207 -0.6799
H: -0.1341 0.1241 -2.9674